101
Properties=species:S:1:pos:R:3:forces:R:3 method="wB97M-V/def2-TZVPD" lumo_ev="-6.16 / -6.81" spin_multiplicity=3 homo_energy_ev="-12.74 / -12.47" orbital_gap_ev="6.5854 / 5.6582" e_above_lowest_kj_mol=28.6 s_squared=2.05 charge=+2
W -0.240 -0.025 0.578 0.696 -0.279 0.800
C 0.019 2.705 5.688 -0.025 0.052 0.062
S -0.244 0.965 5.290 0.059 0.083 0.092
C 0.016 0.917 3.585 -0.194 -0.118 0.038
S -0.059 -0.708 2.930 -0.037 -0.041 -0.015
N 0.230 1.975 2.884 0.133 -0.141 -0.296
N 0.455 1.674 1.528 0.147 0.297 0.169
C 1.300 2.496 0.962 -0.256 -0.017 -0.060
C 1.766 2.100 -0.324 -0.143 -0.070 0.201
C 2.735 2.793 -1.061 -0.006 -0.196 -0.125
C 3.250 2.208 -2.190 0.006 0.055 0.089
C 2.800 0.934 -2.558 -0.117 -0.137 0.024
C 1.815 0.324 -1.824 0.104 0.086 -0.046
N 1.271 0.897 -0.724 -0.116 0.201 0.016
H 0.427 2.729 6.696 -0.028 0.008 0.014
H -0.918 3.255 5.660 -0.008 -0.016 -0.028
H 0.728 3.145 4.994 0.054 -0.034 -0.014
H 1.669 3.354 1.506 0.019 0.003 -0.008
H 3.076 3.758 -0.718 0.007 0.070 0.052
H 4.004 2.714 -2.775 0.033 0.008 -0.036
H 3.204 0.425 -3.420 0.034 -0.006 -0.039
H 1.422 -0.648 -2.094 0.043 0.052 -0.010
C -1.985 -2.841 0.173 0.008 0.005 -0.184
O -0.654 -2.282 0.219 -0.314 0.044 0.199
C 0.354 -3.198 0.523 0.187 0.059 -0.043
C 0.201 -4.572 0.551 -0.003 0.103 0.024
C 1.327 -5.351 0.802 0.086 0.026 0.012
Br 1.135 -7.220 0.835 0.002 -0.011 0.005
C 2.572 -4.784 1.020 -0.168 -0.092 -0.036
C 2.715 -3.402 1.002 -0.142 0.312 -0.112
C 1.592 -2.625 0.741 0.008 -0.342 0.070
O 1.624 -1.249 0.613 0.109 -0.075 -0.362
C 4.023 -2.754 1.173 -0.091 0.016 0.033
N 5.125 -3.146 0.627 -0.117 -0.031 0.032
C 6.079 -2.209 1.018 0.018 0.009 -0.001
C 7.442 -2.165 0.726 -0.072 0.016 0.027
C 8.172 -1.132 1.273 -0.011 0.024 0.018
C 7.571 -0.162 2.091 0.019 0.013 0.007
C 6.220 -0.187 2.379 0.037 -0.008 -0.047
C 5.492 -1.226 1.816 -0.033 0.054 0.105
N 4.131 -1.552 1.875 0.090 -0.031 -0.255
H -2.178 -3.398 1.088 -0.039 0.019 -0.028
H -2.071 -3.489 -0.701 -0.012 0.005 0.040
H -2.658 -1.997 0.082 -0.014 -0.055 0.009
H -0.752 -5.050 0.385 -0.015 -0.009 -0.011
H 3.438 -5.403 1.201 0.050 -0.010 0.014
H 2.535 -0.909 0.679 0.129 0.009 0.177
H 7.898 -2.923 0.106 0.005 -0.029 -0.022
H 9.233 -1.067 1.078 0.030 0.004 -0.001
H 8.186 0.621 2.511 0.013 0.023 0.011
H 5.766 0.559 3.016 -0.017 0.031 0.032
H 3.526 -1.316 2.648 0.070 -0.042 0.105
C -2.350 3.895 -1.444 0.051 -0.131 -0.106
Si -1.878 2.566 -2.671 0.058 -0.010 -0.173
C -3.291 2.237 -3.853 0.072 0.124 0.124
C -0.266 3.075 -3.487 -0.186 0.027 0.126
As -1.412 0.446 -1.630 -0.309 -0.041 -0.649
Si -1.210 -1.124 -3.465 -0.026 0.217 -0.124
C -0.036 -2.545 -3.096 -0.123 0.092 -0.041
C -0.542 -0.222 -4.964 -0.045 -0.206 0.051
C -2.951 -1.749 -3.756 0.130 -0.006 0.050
H -2.473 4.812 -2.026 -0.015 0.042 -0.045
H -1.567 4.090 -0.711 0.049 -0.004 0.003
H -3.291 3.719 -0.927 -0.024 -0.030 0.033
H -3.631 3.194 -4.257 0.000 0.034 -0.029
H -4.144 1.787 -3.343 -0.012 -0.010 0.055
H -3.031 1.603 -4.698 0.068 -0.053 0.002
H -0.389 4.090 -3.872 -0.018 0.047 -0.034
H 0.038 2.441 -4.315 -0.033 -0.085 -0.030
H 0.546 3.105 -2.758 -0.020 -0.008 0.013
H 0.937 -2.378 -3.557 0.060 0.050 -0.012
H -0.450 -3.439 -3.568 -0.016 -0.052 -0.016
H 0.122 -2.776 -2.047 -0.028 -0.003 0.102
H 0.437 0.224 -4.786 0.034 -0.003 0.055
H -1.199 0.536 -5.383 -0.057 0.039 0.047
H -0.408 -0.990 -5.732 0.014 0.008 -0.057
H -3.233 -2.508 -3.025 -0.011 -0.016 0.041
H -2.978 -2.221 -4.740 -0.006 -0.053 -0.044
H -3.714 -0.971 -3.745 0.050 0.084 -0.010
C -3.922 3.272 2.064 -0.087 0.054 -0.008
C -2.599 2.559 1.817 0.180 0.058 -0.086
P -2.650 0.773 1.406 0.212 0.000 -0.202
C -3.302 0.051 2.959 -0.203 0.159 -0.043
C -3.571 -1.444 3.013 -0.047 -0.047 -0.005
C -4.103 0.779 0.271 -0.147 0.267 0.117
C -4.611 -0.458 -0.449 0.091 -0.196 -0.084
H -3.726 4.286 2.411 0.023 0.019 0.006
H -4.523 2.785 2.832 -0.010 -0.022 0.028
H -4.530 3.355 1.164 0.003 0.001 -0.004
H -1.949 2.648 2.685 -0.032 0.010 0.036
H -2.056 3.035 0.995 -0.047 -0.028 0.117
H -4.236 0.597 3.133 0.039 -0.029 0.034
H -2.622 0.354 3.754 0.062 -0.028 0.021
H -4.352 -1.745 2.315 0.017 -0.013 -0.034
H -3.916 -1.717 4.009 0.013 0.006 0.010
H -2.671 -2.021 2.813 0.065 -0.028 0.010
H -3.892 1.572 -0.456 -0.020 -0.087 0.037
H -4.907 1.174 0.902 0.060 -0.060 -0.043
H -3.932 -0.782 -1.242 -0.019 -0.004 0.056
H -5.565 -0.227 -0.922 -0.017 0.008 -0.029
H -4.787 -1.299 0.220 -0.014 0.009 0.034


56
Properties=species:S:1:pos:R:3:forces:R:3 method="wB97M-V/def2-TZVPD" lumo_ev=-7.18 spin_multiplicity=1 homo_energy_ev=-15.20 orbital_gap_ev=8.0204 charge=+2
C 2.049 3.212 -0.468 -0.046 0.025 -0.046
H 2.037 4.014 0.294 -0.326 -0.519 -0.280
H 2.617 3.642 -1.301 -0.352 -0.169 -0.097
H 2.670 2.406 -0.103 -0.022 -0.372 0.318
C 0.610 2.811 -0.910 0.129 0.905 -0.025
H 0.563 1.822 -1.471 0.565 0.617 -0.173
H -0.079 2.685 -0.052 0.316 0.295 -0.016
C 0.105 3.943 -1.849 -0.765 -0.081 -0.800
H -1.002 3.971 -1.969 0.727 -0.023 0.190
H 0.452 4.958 -1.588 -0.232 -0.612 0.608
H 0.522 3.845 -2.863 -0.081 -0.379 0.253
C -0.880 -2.033 -1.833 0.828 0.735 -0.188
C -1.301 -0.993 -2.764 1.278 -0.507 0.017
C -0.098 -0.320 -3.227 -0.116 -0.898 0.454
C 1.026 -0.903 -2.549 -0.668 -0.052 0.041
C 0.559 -1.950 -1.692 -0.902 0.474 -0.290
C 1.444 -2.762 -0.794 0.158 -0.188 0.132
C 2.465 -0.528 -2.713 0.358 0.267 -0.005
C 0.042 0.734 -4.282 -0.008 0.343 -0.123
C -2.714 -0.714 -3.181 -0.484 0.066 -0.281
C -1.744 -2.977 -1.061 -0.364 -0.541 0.054
Sc -0.503 -0.024 -0.865 0.716 0.936 -0.771
H 3.038 -0.769 -1.807 -0.089 0.145 -0.288
H 2.949 -1.076 -3.539 -0.308 0.138 0.218
H 2.591 0.544 -2.919 -0.016 -0.290 0.020
H 2.410 -2.258 -0.629 -0.395 -0.239 -0.001
H 0.986 -2.961 0.188 0.120 -0.064 -0.345
H 1.673 -3.731 -1.263 -0.094 0.200 0.188
H -2.744 -2.574 -0.827 0.360 -0.132 -0.177
H -1.882 -3.880 -1.679 -0.124 0.209 0.315
H -1.279 -3.307 -0.113 -0.158 0.205 -0.495
H -2.801 0.184 -3.814 0.150 -0.378 0.236
H -3.098 -1.567 -3.768 0.078 0.358 0.260
H -3.406 -0.570 -2.331 0.251 -0.156 -0.241
H 0.814 1.469 -4.006 -0.293 -0.174 -0.093
H 0.370 0.296 -5.240 -0.202 0.032 0.379
H -0.899 1.267 -4.461 0.219 -0.080 -0.010
O -1.235 -0.172 0.934 0.274 0.164 0.425
C -0.961 -0.354 2.175 -1.347 0.045 0.993
C 0.321 -1.005 2.601 -0.147 0.056 -0.313
C 1.122 -0.195 3.630 0.361 -0.161 0.618
C 0.620 -0.305 5.074 0.065 0.249 0.015
C -0.760 0.299 5.277 -0.551 -0.241 0.286
C -1.861 -0.411 4.472 0.055 0.232 0.409
N -1.891 -0.012 3.055 0.724 -0.471 -1.038
H 0.025 -2.000 2.989 0.330 0.290 -0.029
H 0.941 -1.166 1.700 -0.359 -0.020 0.318
H 2.139 -0.601 3.630 -0.079 0.185 -0.208
H 1.180 0.870 3.345 -0.003 -0.383 -0.065
H 0.618 -1.358 5.402 -0.005 0.251 -0.163
H 1.323 0.222 5.734 -0.098 -0.186 -0.224
H -1.042 0.178 6.334 0.104 0.158 -0.261
H -0.781 1.379 5.054 0.047 -0.340 0.067
H -1.733 -1.509 4.513 -0.164 0.451 0.073
H -2.843 -0.149 4.882 0.228 -0.186 -0.156
H -2.744 0.384 2.651 0.358 -0.189 0.316


12
Properties=species:S:1:pos:R:3:forces:R:3 method="wB97M-V/def2-TZVPD" lumo_ev=-1.20 spin_multiplicity=1 homo_energy_ev=-10.61 smiles="CN1C(=O)C=NC1=O" orbital_gap_ev=9.4112 e_above_lowest_kj_mol=352.3
C 2.015 -0.376 0.494 1.419 -0.260 0.104
C -0.348 -1.066 -0.354 -0.427 -1.521 1.079
C -1.591 -0.186 -0.412 3.309 3.599 0.619
C -0.073 1.099 0.144 3.752 0.191 -1.737
H 3.102 0.179 0.101 -3.825 -0.585 1.319
H 1.571 -0.104 1.623 2.285 -0.953 -2.866
H 2.468 -1.462 0.310 -1.968 1.931 0.838
H -2.489 -0.355 -0.798 -3.765 -1.998 -1.308
N 0.775 -0.116 -0.380 -2.816 -1.271 1.931
N -1.415 1.074 -0.094 -0.913 -3.630 -0.418
O -0.546 -2.270 -0.121 1.841 2.840 -0.933
O 0.522 2.047 0.477 1.109 1.656 1.371


49
Properties=species:S:1:pos:R:3:forces:R:3 method="wB97M-V/def2-TZVPD" lumo_ev=-0.13 spin_multiplicity=1 homo_energy_ev=-7.58 smiles=COc1cccc2c(OCc3ccccc3)nc(-n3c(N)nc4ccccc43)nc12 orbital_gap_ev=7.4429 e_above_lowest_kj_mol=0.0
N -3.708 1.605 1.147 1.025 -0.066 -0.924
N 0.104 -0.478 -0.354 0.908 0.141 -1.290
N -0.674 -1.152 1.746 -1.501 1.621 -0.647
O -0.467 -2.652 4.060 -0.279 -0.289 -0.945
O 2.136 -1.268 -1.117 0.002 -0.249 -0.213
C -2.864 0.644 1.430 -1.892 0.403 1.282
C -0.800 -0.432 0.624 1.093 -1.369 2.170
C 2.078 3.464 -2.885 0.008 -1.058 -0.066
C -2.987 3.560 -1.962 0.322 -0.463 -0.205
C -1.837 2.868 -2.380 -0.505 0.431 0.191
C 2.693 2.850 -1.784 -0.822 -0.294 -1.319
C 1.441 2.709 -3.899 0.185 -0.741 1.392
C -3.658 3.152 -0.830 -1.016 0.768 0.282
C -1.377 1.795 -1.634 0.595 -0.425 0.075
C 2.605 1.466 -1.670 -0.245 0.079 -1.100
C 1.327 1.315 -3.745 1.534 0.197 1.433
C 1.647 -3.538 3.271 -1.595 1.043 0.578
C 2.640 -3.592 2.292 -0.625 0.663 -0.634
C -3.190 2.113 -0.045 -0.251 0.309 -0.266
C -2.043 1.434 -0.459 -0.269 1.166 -1.358
C 1.950 0.682 -2.617 -0.968 1.047 -0.610
C 0.502 -2.702 3.098 2.256 -1.743 0.834
C 1.181 -1.215 -0.188 -1.209 1.075 -0.810
C 2.474 -2.833 1.147 1.752 -0.837 -0.320
C 0.423 -1.914 1.923 -2.256 0.233 0.903
C 1.379 -1.984 0.953 1.971 -1.275 0.446
N -3.087 -0.111 2.540 0.001 0.163 -0.645
N -1.853 0.471 0.506 0.970 -1.623 0.738
C -0.927 -3.944 4.494 -0.529 0.172 0.055
C 1.819 -0.825 -2.430 -0.203 0.719 -0.961
H 2.089 4.528 -2.946 0.059 0.590 -0.197
H -3.397 4.392 -2.523 0.177 -0.056 -0.094
H -1.316 3.191 -3.282 -0.051 -0.234 0.266
H 3.233 3.441 -1.069 0.042 0.113 0.280
H 0.975 3.215 -4.726 -0.046 0.046 -0.213
H -4.582 3.670 -0.558 0.321 -0.199 0.103
H -0.488 1.262 -1.956 -0.242 0.109 0.153
H 3.086 0.951 -0.891 0.518 -0.399 1.127
H 0.847 0.670 -4.454 -0.361 0.046 -0.420
H 1.781 -4.107 4.208 -0.280 0.334 -0.617
H 3.502 -4.222 2.450 0.071 0.014 -0.181
H 3.247 -2.912 0.373 -0.425 0.189 0.264
H -2.311 -0.625 2.876 0.694 -0.641 0.510
H -3.744 0.305 3.180 0.103 -0.032 -0.082
H -0.275 -4.296 5.272 0.406 -0.385 0.375
H -1.911 -3.783 4.961 0.286 -0.051 -0.386
H -0.990 -4.717 3.692 0.057 0.827 0.340
H 2.520 -1.297 -3.130 -0.029 -0.215 0.510
H 0.806 -1.155 -2.708 0.244 0.147 0.195


Number 1: F_max 1.1 eV Å⁻¹. Number 2: F_max 1.7 eV Å⁻¹. Number 3: F_max 4.9 eV Å⁻¹. Number 4: F_max 3.0 eV Å⁻¹.